Here is a structure of composition C25H44O2P2Rh from the Open Molecules 2025 dataset. Energies are from the ωB97M-V functional and the def2-TZVPD basis.

Results
* energy above the lowest of the compared OMol25 structures with the same formula, charge and spin: 0.000 eV
* LUMO energy (alpha / beta): -1.855 / -5.362 eV
* net charge: +1
* E_HOMO (alpha / beta): -0.327 / -0.383 Ha
* 2S+1: 5
* Kohn-Sham gap (alpha / beta): 7.04 / 5.07 eV
* largest force on an atom: 6.9 eV/A

Geometry (Å):
Rh: -0.927 -0.768 -2.610
C: -0.630 -2.367 2.612
C: 0.652 -2.415 1.997
C: 0.759 -0.911 3.721
C: -0.573 -1.394 3.643
C: 1.511 -1.544 2.709
C: -1.828 -3.171 2.280
H: -1.647 -3.841 1.430
H: -2.690 -2.529 2.041
H: -2.134 -3.802 3.127
C: -1.688 -0.993 4.515
H: -2.653 -1.121 4.010
H: -1.585 0.059 4.814
H: -1.696 -1.614 5.424
C: 1.235 0.088 4.706
H: 1.054 -0.271 5.729
H: 0.699 1.043 4.603
H: 2.313 0.258 4.599
C: 2.965 -1.345 2.451
H: 3.583 -1.983 3.101
H: 3.264 -0.307 2.640
H: 3.207 -1.590 1.412
C: 1.028 -3.259 0.842
H: 1.403 -4.242 1.170
H: 1.823 -2.782 0.251
H: 0.167 -3.420 0.185
C: -1.681 0.343 -4.032
C: -1.803 -1.078 -4.299
C: -0.843 -1.796 -5.230
C: 0.630 -1.691 -4.767
C: 0.821 -1.230 -3.321
C: 0.745 0.170 -2.893
C: 0.684 1.283 -3.944
C: -0.643 1.261 -4.707
H: -0.973 -1.442 -6.259
H: 1.219 -1.073 -5.451
H: -1.137 -2.851 -5.232
H: -0.509 0.989 -5.762
H: -2.626 0.841 -3.744
H: -2.820 -1.470 -4.134
H: -1.083 2.269 -4.708
H: 0.811 2.247 -3.433
H: 1.249 0.406 -1.938
H: 1.543 1.192 -4.624
H: 1.087 -2.686 -4.813
H: 1.500 -1.809 -2.670
P: -1.340 1.300 0.266
P: 1.712 1.934 0.710
C: -0.772 2.969 -0.288
C: 0.728 3.282 -0.102
H: -1.393 3.762 0.161
H: -0.988 2.983 -1.373
H: 1.209 3.475 -1.073
H: 0.850 4.187 0.511
C: 2.132 2.854 2.248
H: 2.893 2.274 2.789
H: 1.234 2.977 2.868
H: 2.541 3.829 1.947
C: 3.342 2.158 -0.106
H: 3.350 3.098 -0.672
H: 3.519 1.316 -0.787
H: 4.122 2.169 0.668
C: -3.136 1.322 -0.033
H: -3.532 0.343 0.278
H: -3.290 1.419 -1.119
H: -3.687 2.124 0.482
C: -1.666 -1.912 -1.008
H: -1.418 -2.975 -1.245
H: -2.767 -1.774 -1.029
H: -1.241 -1.589 -0.031
O: -1.126 2.407 3.793
C: -1.568 2.287 2.683
O: -1.233 1.198 1.911
H: -2.259 2.930 2.112

These are the Mulliken partial charges, in e, on atoms 1 to 4: Rh 0.131; C 0.682; C 0.984; C 0.935